# 1
Below is a structure of composition C45H65Cl2FN5O14PSi3 at a distorted geometry, with properties calculated with the ωB97M-V functional and the def2-TZVPD basis.

The geometry in XYZ format:
```
136
Properties=species:S:1:pos:R:3:forces:R:3
C 3.735 -3.432 1.621 0.32 0.59 -0.08
C 4.671 -2.418 2.439 2.55 -1.96 0.97
O 5.753 -2.895 2.862 -3.17 1.83 -1.50
N 4.335 -1.022 2.739 -0.88 -1.56 -0.30
C 2.933 -0.866 3.229 -1.09 1.40 -0.48
C 1.947 -0.253 2.110 -0.08 -0.26 0.06
C 0.502 0.141 2.724 0.11 -1.23 0.07
C -0.710 -0.151 1.684 0.69 -0.45 0.29
Si -1.530 1.466 1.022 1.63 0.69 -0.46
C -0.051 2.528 0.344 -0.67 0.53 -0.55
C 0.926 1.707 -0.622 1.02 1.31 -0.31
C 0.607 1.886 -2.197 0.38 -0.94 -0.03
C 0.763 0.437 -2.890 -0.13 0.62 0.45
O 2.180 0.266 -3.217 -0.74 0.29 0.43
C -2.635 1.097 -0.492 -0.51 -0.86 -0.77
C -3.018 -0.469 -0.661 0.44 1.16 -0.77
O -3.296 -0.628 -2.097 -1.35 -1.34 1.19
Si -4.442 -1.891 -2.381 0.52 -0.11 -0.94
C -3.947 -3.444 -1.361 0.08 0.07 0.27
C -6.249 -1.339 -2.054 0.18 0.15 0.30
C -4.268 -2.418 -4.240 0.19 -0.01 0.01
O -2.252 2.446 2.255 -1.39 -2.19 0.05
Si -3.690 1.792 2.931 -0.85 0.05 -1.55
C -5.167 1.658 1.697 -0.10 0.22 -0.10
C -6.488 1.419 2.575 0.17 -1.16 -1.25
C -7.497 0.384 1.875 0.20 0.17 1.08
F -7.172 2.662 2.764 1.00 -1.44 0.12
C -3.512 0.080 3.754 1.20 -2.02 2.34
Cl -4.169 -1.382 2.827 0.52 1.61 0.73
C -2.917 -0.206 4.996 -0.57 1.04 -1.81
C -2.321 0.958 5.891 -0.25 -0.77 1.12
Cl -2.851 -1.902 5.636 0.04 2.03 -0.53
P -4.349 3.307 4.455 0.51 2.37 1.98
O -4.977 4.692 3.616 0.59 -1.39 0.46
O -5.535 2.609 5.468 0.19 0.66 -1.43
H 3.742 -3.075 0.532 -0.33 -0.41 1.49
H 4.204 -4.464 1.640 -0.46 1.42 0.17
H 2.682 -3.502 2.036 1.23 0.28 -0.69
H 4.541 -0.391 1.953 -0.08 -0.48 0.46
H 2.934 -0.140 4.119 0.05 -1.21 -1.12
H 2.488 -1.860 3.553 0.76 1.24 -0.22
H 2.427 0.630 1.554 -0.57 -1.15 1.00
H 1.825 -1.077 1.319 -0.02 1.15 1.02
H 0.480 1.191 3.160 0.14 -1.21 -0.67
H 0.339 -0.583 3.598 0.22 1.09 -1.00
H -1.445 -0.884 2.146 0.84 0.91 -0.54
H -0.221 -0.714 0.806 -0.98 0.90 1.08
H 0.476 3.108 1.174 -0.50 -0.94 -1.05
H -0.559 3.329 -0.313 0.79 -0.96 1.00
H 1.036 0.605 -0.378 -0.37 1.37 -0.21
H 1.976 2.164 -0.478 -1.43 -0.83 -0.06
H 1.412 2.542 -2.692 -1.26 -0.84 0.72
H -0.385 2.394 -2.411 1.09 -0.79 0.39
H 0.452 -0.405 -2.171 0.33 1.26 -0.87
H 0.107 0.314 -3.815 1.23 0.30 0.98
H 2.715 0.842 -2.623 -0.67 -0.70 -0.55
H -3.560 1.772 -0.582 1.23 -1.12 0.20
H -2.015 1.333 -1.433 -0.76 -0.35 1.48
H -3.895 -0.783 -0.010 0.97 0.46 -0.71
H -2.143 -1.161 -0.444 -0.97 1.00 0.07
H -4.851 -4.152 -1.364 1.50 0.80 0.10
H -3.041 -3.898 -1.890 -1.28 0.34 0.75
H -3.634 -3.184 -0.290 -0.58 -0.54 -1.42
H -7.012 -2.067 -2.474 1.21 1.02 0.71
H -6.378 -1.312 -0.918 -0.13 0.25 -1.48
H -6.398 -0.315 -2.535 0.04 -1.25 0.85
H -3.181 -2.357 -4.603 -1.56 -0.10 0.52
H -4.915 -1.746 -4.892 0.79 -1.00 0.65
H -4.611 -3.512 -4.302 0.38 1.58 -0.13
H -5.201 2.668 1.156 -0.24 -1.41 0.65
H -5.060 0.823 0.936 -0.18 1.08 0.86
H -6.157 0.930 3.559 -0.91 1.24 -0.90
H -7.199 -0.670 2.222 -0.44 1.50 -0.65
H -7.484 0.427 0.741 -0.10 0.13 1.46
H -8.532 0.617 2.312 1.41 -0.43 -0.86
H -3.192 1.421 6.483 1.30 -0.51 -1.03
H -1.747 1.754 5.323 -0.97 -1.02 0.39
H -1.606 0.555 6.697 -1.05 0.32 -1.39
H -4.354 5.430 3.811 -0.64 -0.91 0.01
H -5.927 3.263 6.081 0.53 -0.31 -0.47
C 8.798 -2.152 3.905 0.03 0.01 -0.10
C 9.606 -3.230 4.253 -0.01 0.26 0.15
C 10.363 -3.186 5.419 0.03 -0.11 0.00
C 10.298 -2.057 6.232 -0.43 -0.04 -0.67
C 9.496 -0.972 5.886 -0.06 0.10 0.02
C 8.746 -1.024 4.717 0.17 -0.22 0.05
N 11.073 -2.016 7.474 0.28 0.00 0.41
O 11.779 -2.978 7.736 -0.26 0.36 -0.11
O 10.967 -1.025 8.179 0.04 -0.35 -0.27
H 8.205 -2.192 2.998 0.01 -0.01 0.17
H 9.644 -4.107 3.616 0.02 0.08 0.10
H 10.988 -4.032 5.679 -0.03 0.21 0.15
H 9.445 -0.088 6.512 0.14 -0.21 0.06
H 8.116 -0.185 4.440 0.06 -0.09 0.06
C -8.864 -4.665 -7.672 0.00 0.01 0.03
C -8.282 -5.418 -6.657 -0.10 0.23 0.00
C -8.219 -4.912 -5.364 0.05 -0.08 0.06
C -8.746 -3.651 -5.097 0.00 -0.32 -0.77
C -9.322 -2.888 -6.110 -0.06 0.11 -0.01
C -9.379 -3.401 -7.401 0.12 -0.18 0.15
N -8.703 -3.125 -3.732 -0.17 0.08 0.33
O -8.172 -3.814 -2.872 -0.27 0.16 -0.38
O -9.203 -2.031 -3.528 0.20 -0.44 -0.08
H -8.917 -5.065 -8.679 0.01 0.05 0.11
H -7.881 -6.402 -6.874 -0.03 0.11 0.07
H -7.763 -5.509 -4.581 -0.11 0.22 0.03
H -9.730 -1.904 -5.910 0.10 -0.15 0.17
H -9.828 -2.816 -8.196 0.04 -0.03 0.12
C 3.763 7.673 -0.214 -0.02 -0.01 -0.01
C 4.105 7.211 -1.481 -0.21 -0.01 0.13
C 3.167 6.532 -2.251 0.05 -0.02 -0.10
C 1.888 6.324 -1.741 0.57 0.40 0.46
C 1.541 6.777 -0.471 -0.10 0.00 0.08
C 2.486 7.453 0.293 0.11 -0.07 -0.23
N 0.889 5.631 -2.558 -0.35 -0.27 -0.33
O 1.233 5.231 -3.659 -0.11 0.14 0.44
O -0.231 5.495 -2.092 0.41 0.02 -0.13
H 4.496 8.208 0.382 -0.08 -0.07 -0.06
H 5.102 7.384 -1.871 -0.12 -0.05 0.01
H 3.445 6.177 -3.236 -0.23 -0.02 0.10
H 0.549 6.614 -0.067 0.07 -0.07 -0.23
H 2.226 7.812 1.282 -0.02 -0.06 -0.11
C 7.594 -2.180 -4.927 -0.03 0.02 0.02
C 8.364 -1.079 -4.563 -0.23 -0.06 0.07
C 7.847 -0.124 -3.695 0.10 0.08 0.02
C 6.557 -0.285 -3.194 0.31 -0.61 -0.53
C 5.778 -1.380 -3.559 -0.16 -0.06 0.07
C 6.302 -2.329 -4.429 0.20 0.18 0.04
N 6.017 0.704 -2.260 -0.01 0.40 0.22
O 6.718 1.662 -1.976 -0.32 -0.39 -0.11
O 4.895 0.512 -1.816 0.28 0.09 -0.05
H 8.002 -2.927 -5.600 -0.05 0.09 0.07
H 9.369 -0.968 -4.955 -0.11 0.03 0.07
H 8.456 0.729 -3.420 -0.23 -0.05 0.09
H 4.772 -1.508 -3.176 0.12 0.22 0.02
H 5.706 -3.187 -4.718 0.02 0.12 0.06
```
Forces are in eV/Å.

Calculated values
Gap between HOMO and LUMO in eV: 7.2
Lowest unoccupied orbital energy in eV: -0.816
HOMO level in eV: -8.0
Molar mass in g/mol: 1105.17
Total energy in eV: -144509.1838

---

# 2
Below is a cluster of 6 separate species, C21H43BN8O9 in total, with properties calculated with the ωB97M-V functional and the def2-TZVPD basis.

The geometry in XYZ format:
```
82
Properties=species:S:1:pos:R:3:forces:R:3
C 0.599 -0.603 0.596 0.35 0.01 -0.19
O -0.368 -0.604 -0.469 -0.43 -0.18 0.53
B -1.341 0.348 -0.425 0.20 0.09 -0.24
O -1.035 1.643 -0.198 -0.26 -0.08 0.17
C -2.871 -0.157 -0.668 0.12 -0.21 -0.21
C -3.034 -0.298 -2.121 -0.04 0.00 0.17
N -3.120 -0.409 -3.260 -0.06 0.03 -0.10
C -3.009 -1.546 0.007 -0.14 0.11 0.17
C -4.386 -2.047 0.014 0.49 0.01 -0.11
N -5.454 -2.457 0.016 -0.43 -0.08 0.01
C -3.908 0.841 -0.151 -0.04 0.14 -0.30
O -3.591 1.119 1.214 -0.03 0.05 0.00
N -4.770 1.463 1.930 -0.02 0.14 -0.29
O -4.505 2.069 2.880 0.03 -0.13 0.27
H 0.106 -0.557 1.571 -0.05 0.10 -0.07
H 1.293 0.230 0.490 0.00 -0.03 0.02
H 1.148 -1.541 0.547 0.06 0.07 -0.08
H -1.810 2.213 -0.081 0.14 0.35 0.00
H -2.686 -1.461 1.047 0.01 -0.02 -0.03
H -2.362 -2.273 -0.479 0.01 0.06 -0.01
H -3.856 1.769 -0.731 0.01 0.01 0.07
H -4.930 0.463 -0.242 0.05 -0.08 0.12
C 4.320 -4.339 -2.143 -0.08 0.00 0.04
N 3.641 -3.887 -0.947 0.01 -0.03 -0.06
C 2.425 -4.567 -0.520 0.07 0.14 0.09
C 4.097 -2.859 -0.217 0.01 0.03 0.01
O 3.568 -2.443 0.802 0.04 -0.04 0.06
H 3.663 -4.258 -3.011 0.03 0.00 -0.02
H 4.631 -5.380 -2.037 0.02 0.00 -0.02
H 5.203 -3.726 -2.317 0.00 0.01 0.00
H 1.590 -3.864 -0.504 -0.03 -0.03 -0.03
H 2.555 -4.974 0.480 -0.09 -0.08 -0.01
H 2.205 -5.374 -1.214 0.02 0.00 -0.01
H 5.015 -2.406 -0.628 0.00 0.00 0.00
C -4.994 2.191 -6.478 -0.07 -0.07 0.05
N -5.695 2.320 -5.219 -0.01 0.05 -0.07
C -6.882 1.518 -4.978 0.04 0.03 0.06
C -5.280 3.154 -4.247 0.06 -0.09 0.08
O -5.832 3.286 -3.172 0.00 0.03 0.01
H -5.646 2.456 -7.312 0.03 0.01 -0.02
H -4.643 1.167 -6.619 0.03 0.01 -0.01
H -4.132 2.856 -6.484 0.01 0.00 0.00
H -7.743 2.160 -4.786 -0.01 -0.01 0.00
H -6.738 0.879 -4.107 -0.01 -0.02 -0.01
H -7.077 0.900 -5.851 0.01 0.00 0.00
H -4.366 3.711 -4.516 -0.01 0.01 -0.02
C -0.394 6.952 -0.485 -0.02 -0.05 -0.08
N -1.267 5.848 -0.826 0.00 0.04 0.01
C -1.422 5.462 -2.219 -0.03 -0.04 0.03
C -1.943 5.156 0.103 0.03 0.00 -0.01
O -2.687 4.223 -0.151 0.03 -0.29 0.04
H -0.734 7.872 -0.964 0.01 0.02 0.02
H 0.628 6.746 -0.807 0.01 0.02 0.02
H -0.397 7.099 0.593 0.00 0.00 0.00
H -2.466 5.544 -2.521 0.00 0.00 -0.01
H -1.108 4.428 -2.363 0.01 0.00 -0.02
H -0.812 6.115 -2.838 0.01 0.01 0.01
H -1.766 5.508 1.132 -0.01 0.00 -0.01
C 4.957 0.540 3.765 -0.05 0.09 -0.02
N 4.417 1.281 2.647 0.03 0.00 0.04
C 3.932 2.633 2.850 -0.01 -0.05 -0.06
C 4.344 0.748 1.408 -0.03 -0.08 -0.10
O 3.889 1.333 0.443 0.02 0.04 0.04
H 4.207 0.422 4.551 0.02 -0.03 0.02
H 5.825 1.052 4.188 0.01 -0.03 0.02
H 5.264 -0.448 3.428 -0.01 -0.01 -0.01
H 2.876 2.704 2.584 0.00 0.02 0.01
H 4.482 3.335 2.222 -0.01 0.02 0.01
H 4.061 2.906 3.895 0.00 -0.01 0.00
H 4.724 -0.283 1.353 -0.03 0.00 0.01
C 4.596 -4.806 4.966 -0.10 0.00 0.00
N 3.485 -5.385 4.244 0.04 -0.02 0.05
C 2.162 -5.383 4.847 0.01 -0.01 -0.07
C 3.628 -5.925 3.020 -0.02 0.03 -0.05
O 2.719 -6.417 2.377 0.04 0.00 0.02
H 4.753 -5.324 5.915 0.03 0.01 0.00
H 4.413 -3.749 5.173 0.04 0.01 0.00
H 5.502 -4.891 4.369 0.00 0.00 -0.01
H 1.791 -6.402 4.954 -0.02 0.01 0.01
H 1.460 -4.834 4.219 -0.01 0.00 0.02
H 2.218 -4.912 5.825 0.01 0.00 0.00
H 4.663 -5.877 2.642 0.00 0.00 0.01
```
Forces are in eV/Å.

Calculated values
Gap between HOMO and LUMO in eV: 9.5
Lowest unoccupied orbital energy in eV: 0.411
HOMO level in eV: -9.0
SMILES: COB(O)[C@@](C#N)(CC#N)CON=O.CN(C)C=O.CN(C)C=O.CN(C)C=O.CN(C)C=O.CN(C)C=O
Molar mass in g/mol: 562.43
Relative energy (zero: lowest compared OMol25 entry of this formula, charge and spin) in kcal/mol: 0.00
Total energy in eV: -53498.5122

---

# 3
Below is the molecule C3H9ISi at a distorted geometry, with properties calculated with the ωB97M-V functional and the def2-TZVPD basis.

The geometry in XYZ format:
```
14
Properties=species:S:1:pos:R:3:forces:R:3
C -1.787 0.734 -0.566 -1.39 -1.16 -2.17
Si -0.752 -0.606 0.280 3.10 2.56 -0.19
C 1.335 -0.092 -0.333 -3.58 0.20 -3.65
C 2.339 -0.648 0.531 1.07 1.37 3.09
I 4.306 0.173 -0.092 -0.37 -0.60 0.29
H -1.836 0.599 -1.702 0.28 -0.69 1.25
H -2.856 0.872 -0.361 0.09 -0.70 0.56
H -1.496 1.732 -0.615 1.40 1.84 0.81
H -1.255 -1.889 -0.082 -0.25 -0.98 -0.09
H -0.469 -0.396 1.770 -0.65 -0.27 -0.72
H 1.655 -0.459 -1.451 -1.39 1.04 2.45
H 1.124 1.041 -0.371 1.00 -1.68 0.23
H 2.282 -0.331 1.620 0.02 -0.08 -1.34
H 2.294 -1.711 0.587 0.67 -0.85 -0.53
```
Forces are in eV/Å.

Calculated values
Gap between HOMO and LUMO in eV: 9.3
Lowest unoccupied orbital energy in eV: 0.447
HOMO level in eV: -8.9
SMILES: C[SiH2]CCI
Molar mass in g/mol: 200.10
Relative energy (zero: lowest compared OMol25 entry of this formula, charge and spin) in kcal/mol: 68.27
Total energy in eV: -19233.4863

---

# 4
Below is the molecule C4H8O4, with properties calculated with the ωB97M-V functional and the def2-TZVPD basis.

The geometry in XYZ format:
```
16
Properties=species:S:1:pos:R:3:forces:R:3
C 1.292 -1.095 -0.025 -0.22 0.17 0.12
C 0.805 0.278 0.428 0.25 0.06 -0.65
C 0.610 1.271 -0.741 0.41 0.01 0.43
O -0.588 1.095 -1.441 -0.30 -0.24 -0.34
O -0.394 0.250 1.214 -0.24 0.19 0.35
C -1.482 -0.354 0.761 -0.30 -0.12 0.00
O -1.569 -1.167 -0.118 0.02 -0.30 -0.35
O -2.525 0.051 1.489 -0.11 0.33 0.47
H 1.341 -1.767 0.828 0.03 -0.11 0.04
H 2.288 -0.993 -0.448 0.13 0.04 0.00
H 0.629 -1.534 -0.767 0.07 -0.04 0.00
H 1.539 0.706 1.120 -0.12 -0.06 -0.15
H 1.482 1.194 -1.408 -0.02 0.05 0.15
H 0.560 2.288 -0.345 0.10 -0.08 -0.01
H -0.659 0.178 -1.741 -0.04 0.16 0.10
H -3.328 -0.401 1.194 0.34 -0.08 -0.16
```
Forces are in eV/Å.

Calculated values
Gap between HOMO and LUMO in eV: 11.0
Lowest unoccupied orbital energy in eV: 0.758
HOMO level in eV: -10.3
SMILES: C[C@@H](CO)OC(=O)O
Molar mass in g/mol: 120.10
Relative energy (zero: lowest compared OMol25 entry of this formula, charge and spin) in kcal/mol: 27.09
Total energy in eV: -12467.9846